#one
DFT (ωB97M-V/def2-TZVPD) results for C5H8FN in the gas phase.

Each line ends with the natural charge from an NBO analysis.
Element x y z (Å)
F (-2.212, -0.678, -0.667)  -0.340
N (1.026, -1.224, 0.569)  -0.354
C (-0.252, -1.145, 0.596)  0.000
C (1.787, -0.227, -0.214)  -0.343
C (0.987, 0.158, -1.401)  -0.344
C (-1.133, -0.162, -0.025)  0.390
C (-1.462, 1.017, 0.805)  -0.722
H (0.579, -0.712, -2.008)  0.196
H (-0.708, -1.912, 1.177)  0.192
H (-0.796, 1.883, 0.598)  0.240
H (1.175, 1.032, -1.966)  0.187
H (2.080, 0.481, 0.539)  0.214
H (2.660, -0.813, -0.532)  0.212
H (-2.514, 1.346, 0.622)  0.243
H (-1.219, 0.954, 1.909)  0.230

Output
**LUMO (spin up / spin down)**: 0.338 / 0.237 eV
**Highest occupied orbital energy (spin up / spin down)**: -8.188 / -8.385 eV
**Spin multiplicity**: 1
**Total charge**: 0

#two
DFT (ωB97M-V/def2-TZVPD) results for a molecular structure, C5H8FN.

Each line ends with the natural charge from an NBO analysis.
Element x y z (Å)
F (0.810, 1.524, -0.963)  -0.389
N (-0.570, -0.797, -1.003)  -0.613
C (0.487, -0.706, -0.145)  -0.101
C (1.876, -0.406, -0.009)  -0.330
C (-0.745, 0.610, 0.805)  -0.455
C (-1.512, 0.221, -0.404)  -0.256
C (0.746, 0.713, 0.233)  0.241
H (-0.723, 0.169, 1.918)  0.248
H (-2.535, -0.117, -0.271)  0.218
H (-0.758, 1.730, 1.061)  0.239
H (2.216, -0.828, 0.830)  0.199
H (-0.797, -1.886, -1.058)  0.383
H (-1.580, 1.253, -1.006)  0.220
H (2.684, -0.343, -0.822)  0.243
H (0.401, -1.137, 0.833)  0.154

Output
**LUMO**: 0.752 eV
**Highest occupied orbital energy**: -8.609 eV
**Spin multiplicity**: 1
**Total charge**: 0

Energies relative to the most stable structure, in kJ/mol: #one 0.0; #two 215.6.